Entry 1:
2 unconnected molecules or ions with the total composition C3H9NO3 in a non-equilibrium geometry, computed with the ωB97M-V functional and the def2-TZVPD basis.

calculated total energy	-10888.8161	eV
molecular weight	107.11	g/mol
E_LUMO	0.38	eV
relative energy (zero: lowest compared OMol25 entry of this formula, charge and spin)	170.33	kJ/mol
spin multiplicity	1

CARTESIAN COORDINATES (ANGSTROEM)
C  -0.84  1.25  -1.65
N  -1.19  0.16  -0.75
C  -0.10  -0.53  -0.13
C  -0.59  -1.78  0.67
O  -0.08  -2.21  1.68
O  -1.72  -2.13  0.01
H  -1.77  1.64  -2.10
H  -0.18  0.91  -2.46
H  -0.34  2.08  -1.11
H  -1.90  0.53  -0.11
H  0.58  -0.99  -0.87
H  0.50  0.15  0.51
H  -1.65  -1.33  -0.57
O  3.32  0.50  2.52
H  2.69  1.18  2.83
H  3.29  0.56  1.53

Löwdin atomic charge list, values in e, 2 entries: -0.099 -0.162

---

Entry 2:
2 unconnected molecules or ions with the total composition C3H9NO3 in a non-equilibrium geometry, computed with the ωB97M-V functional and the def2-TZVPD basis.

calculated total energy	-10886.9120	eV
molecular weight	107.11	g/mol
E_LUMO	0.45	eV
relative energy (zero: lowest compared OMol25 entry of this formula, charge and spin)	354.05	kJ/mol
spin multiplicity	1

CARTESIAN COORDINATES (ANGSTROEM)
O  1.58  0.64  0.57
C  0.38  0.93  0.42
C  -0.55  -0.22  -0.07
N  -1.63  0.00  -1.01
C  -2.88  -0.79  -0.67
O  -3.41  -0.36  0.63
H  -0.13  1.90  0.18
H  -0.92  -0.39  0.95
H  0.06  -1.10  -0.49
H  -1.38  0.12  -2.07
H  -3.53  -0.58  -1.54
H  -3.04  -1.85  -0.69
H  -3.08  0.53  0.72
O  5.72  -0.11  0.18
H  5.69  0.83  0.31
H  4.92  -0.36  0.55

Löwdin atomic charge list, values in e, 2 entries: 0.011 -0.207

---

Entry 3:
2 unconnected molecules or ions with the total composition C3H9NO3 in a non-equilibrium geometry, computed with the ωB97M-V functional and the def2-TZVPD basis.

calculated total energy	-10879.2113	eV
molecular weight	107.11	g/mol
E_LUMO (spin up / spin down)	-5.31 / -9.60	eV
relative energy (zero: lowest compared OMol25 entry of this formula, charge and spin)	153.57	kJ/mol
spin multiplicity	2
net charge	+1

CARTESIAN COORDINATES (ANGSTROEM)
C  -0.60  -2.10  0.64
C  -2.07  -2.15  0.31
O  -2.15  -2.53  -1.09
C  0.04  -0.70  0.29
N  1.21  -0.54  0.98
O  -0.57  0.32  0.01
H  -0.10  -2.82  -0.02
H  -0.45  -2.37  1.68
H  -2.50  -3.04  0.77
H  -2.59  -1.21  0.49
H  -3.04  -2.28  -1.36
H  1.62  0.39  1.02
H  1.33  -1.12  1.80
H  3.71  5.52  -1.10
H  3.26  6.47  -0.07
O  3.49  6.46  -1.00

Löwdin atomic charge list, values in e, 2 entries: -0.032 -0.206

---

Entry 4:
A molecular structure, C3H9NO3P in a non-equilibrium geometry, computed with the ωB97M-V functional and the def2-TZVPD basis.

calculated total energy	-20180.4501	eV
molecular weight	138.08	g/mol
E_LUMO	4.07	eV
relative energy (zero: lowest compared OMol25 entry of this formula, charge and spin)	193.55	kJ/mol
spin multiplicity	1
net charge	-1

CARTESIAN COORDINATES (ANGSTROEM)
C  0.94  1.03  1.50
C  -1.48  -0.38  -0.90
C  0.26  0.03  0.50
N  -0.84  0.41  0.04
O  2.51  -1.16  0.54
O  0.43  -2.73  0.43
O  1.19  -1.21  -1.53
P  1.14  -1.48  0.09
H  0.36  1.21  2.47
H  1.11  2.07  1.04
H  1.80  0.55  1.79
H  -1.16  -0.19  -1.98
H  -1.09  -1.37  -0.87
H  -2.53  -0.19  -0.78
H  -2.11  1.85  -0.43
H  2.06  -0.96  -1.59
H  -2.58  2.49  -0.33

Löwdin atomic charge list, values in e, 2 entries: -0.070 -0.216

---

Entry 5:
2 unconnected molecules or ions with the total composition C3H9NO4 in a non-equilibrium geometry, computed with the ωB97M-V functional and the def2-TZVPD basis.

calculated total energy	-12936.8702	eV
molecular weight	123.11	g/mol
E_LUMO	0.36	eV
relative energy (zero: lowest compared OMol25 entry of this formula, charge and spin)	51.57	kJ/mol
spin multiplicity	1

CARTESIAN COORDINATES (ANGSTROEM)
O  -1.09  1.02  1.72
C  -0.41  0.88  0.74
O  0.72  1.60  0.44
N  -0.77  0.06  -0.30
C  -0.03  -0.19  -1.51
C  1.49  -0.50  -1.34
O  1.95  -1.10  -2.55
H  0.52  2.47  0.08
H  -1.47  -0.64  -0.15
H  -0.17  0.70  -2.15
H  -0.46  -0.96  -2.16
H  2.11  0.39  -1.21
H  1.64  -1.07  -0.45
H  2.05  -2.04  -2.42
O  -2.35  -0.18  4.02
H  -1.83  -0.94  3.73
H  -1.89  0.51  3.51

Löwdin atomic charge list, values in e, 2 entries: 0.099 -0.569

---

Entry 6:
A gas-phase ion, C3H9NOP (charge +1) in a non-equilibrium geometry, computed with the ωB97M-V functional and the def2-TZVPD basis.

calculated total energy	-16074.5887	eV
molecular weight	106.08	g/mol
E_LUMO	-5.22	eV
relative energy (zero: lowest compared OMol25 entry of this formula, charge and spin)	126.67	kJ/mol
spin multiplicity	1
net charge	+1

CARTESIAN COORDINATES (ANGSTROEM)
C  -0.39  1.68  -0.98
N  -0.53  0.62  -0.30
C  -1.19  -0.53  -0.77
C  0.24  0.43  0.89
P  1.34  -1.09  0.87
O  2.01  -1.15  -0.44
H  -0.81  1.68  -1.94
H  0.19  2.63  -0.78
H  -0.47  -1.32  -1.04
H  -1.86  -0.44  -1.62
H  -1.80  -0.93  0.10
H  0.87  1.37  1.04
H  -0.24  0.09  1.91
H  2.09  -0.75  1.88
H  0.54  -2.29  1.20

Löwdin atomic charge list, values in e, 2 entries: 0.210 -0.220

---

Entry 7:
A single C3H9NOS molecule in a non-equilibrium geometry, computed with the ωB97M-V functional and the def2-TZVPD basis.

calculated total energy	-17628.9393	eV
molecular weight	107.18	g/mol
E_LUMO	0.75	eV
relative energy (zero: lowest compared OMol25 entry of this formula, charge and spin)	122.11	kJ/mol
spin multiplicity	1

CARTESIAN COORDINATES (ANGSTROEM)
N  -1.14  0.27  1.33
C  -0.20  -0.31  0.34
C  -0.43  0.01  -1.13
O  -1.21  1.25  -1.24
C  1.23  -0.05  0.79
S  2.41  -1.21  0.05
H  -0.78  1.22  1.49
H  -1.98  0.52  0.84
H  -0.48  -1.37  0.37
H  0.40  0.20  -1.81
H  -1.06  -0.77  -1.58
H  -1.19  1.53  -2.15
H  1.47  1.00  0.55
H  1.32  0.00  1.87
H  1.65  -2.30  0.28

Löwdin atomic charge list, values in e, 2 entries: 0.046 -0.477

---

Entry 8:
A single C3H9NOS molecule in a non-equilibrium geometry, computed with the ωB97M-V functional and the def2-TZVPD basis.

calculated total energy	-17629.1026	eV
molecular weight	107.18	g/mol
E_LUMO	0.88	eV
relative energy (zero: lowest compared OMol25 entry of this formula, charge and spin)	106.35	kJ/mol
spin multiplicity	1

CARTESIAN COORDINATES (ANGSTROEM)
N  0.47  -0.86  1.26
C  -0.19  -0.24  0.06
C  -0.73  1.11  0.57
O  -2.14  0.94  0.82
C  0.79  0.00  -1.07
S  1.46  -1.66  -1.56
H  -0.21  -1.29  1.87
H  0.98  -1.68  0.92
H  -1.01  -0.91  -0.17
H  -0.20  1.46  1.45
H  -0.57  1.87  -0.21
H  -2.32  1.53  1.54
H  0.40  0.50  -1.94
H  1.60  0.63  -0.71
H  1.67  -1.40  -2.84

Löwdin atomic charge list, values in e, 2 entries: 0.021 -0.460

---

Entry 9:
A single C3H9NOS molecule in a non-equilibrium geometry, computed with the ωB97M-V functional and the def2-TZVPD basis.

calculated total energy	-17624.6458	eV
molecular weight	107.18	g/mol
E_LUMO (spin up / spin down)	0.07 / 0.07	eV
relative energy (zero: lowest compared OMol25 entry of this formula, charge and spin)	536.37	kJ/mol
spin multiplicity	1

CARTESIAN COORDINATES (ANGSTROEM)
C  0.23  -0.01  2.00
S  -0.96  -0.01  0.81
C  -1.13  1.66  -0.01
O  -2.24  -0.43  1.33
N  -0.64  -1.07  -1.07
C  0.78  -1.09  -1.21
H  0.32  -0.88  2.63
H  1.00  0.29  1.31
H  -1.52  2.24  0.78
H  -0.19  2.11  -0.27
H  -1.82  1.66  -0.83
H  -1.18  -1.89  -0.84
H  1.39  -1.33  -0.32
H  1.33  -1.49  -2.19
H  0.93  -0.01  -1.43

Löwdin atomic charge list, values in e, 2 entries: -0.226 0.804

---

Entry 10:
2 unconnected molecules or ions with the total composition C3H9NOS in a non-equilibrium geometry, computed with the ωB97M-V functional and the def2-TZVPD basis.

calculated total energy	-17629.5117	eV
molecular weight	107.18	g/mol
E_LUMO	0.86	eV
relative energy (zero: lowest compared OMol25 entry of this formula, charge and spin)	66.87	kJ/mol
spin multiplicity	1

CARTESIAN COORDINATES (ANGSTROEM)
N  -0.78  -4.56  -0.71
C  -0.27  -3.56  0.06
O  -0.63  -2.41  -0.02
H  -0.42  -5.49  -0.57
H  -1.24  -4.29  -1.56
H  0.49  -3.84  0.80
C  0.86  0.73  0.41
C  0.40  2.09  0.86
S  0.15  3.48  -0.37
H  0.81  0.63  -0.67
H  0.09  0.01  0.66
H  1.79  0.39  0.84
H  -0.61  2.07  1.27
H  1.01  2.60  1.61
H  1.31  4.07  -0.06

Löwdin atomic charge list, values in e, 2 entries: 0.114 -0.423

---

Entry 11:
2 unconnected molecules or ions with the total composition C3H9NOS2 in a non-equilibrium geometry, computed with the ωB97M-V functional and the def2-TZVPD basis.

calculated total energy	-28462.4762	eV
molecular weight	139.25	g/mol
E_LUMO	0.48	eV
relative energy (zero: lowest compared OMol25 entry of this formula, charge and spin)	285.89	kJ/mol
spin multiplicity	1

CARTESIAN COORDINATES (ANGSTROEM)
C  -1.64  0.38  -0.10
C  1.33  -1.43  0.39
C  1.55  -0.21  -0.16
N  0.47  -2.39  -0.03
O  -1.11  1.89  1.79
S  -0.37  2.73  -1.12
S  -0.37  1.40  0.64
H  -2.31  1.14  -0.51
H  -1.35  -0.39  -0.84
H  -2.22  -0.01  0.67
H  1.95  -1.80  1.22
H  0.85  3.27  -0.96
H  0.85  0.21  -0.86
H  2.39  0.49  -0.02
H  0.21  -3.02  0.65
H  -0.23  -2.27  -0.76

Löwdin atomic charge list, values in e, 2 entries: -0.319 -0.305

---

Entry 12:
A single C3H9NS molecule in a non-equilibrium geometry, computed with the ωB97M-V functional and the def2-TZVPD basis.

calculated total energy	-15580.7248	eV
molecular weight	91.18	g/mol
E_LUMO	0.78	eV
relative energy (zero: lowest compared OMol25 entry of this formula, charge and spin)	154.93	kJ/mol
spin multiplicity	1

CARTESIAN COORDINATES (ANGSTROEM)
N  -0.99  -1.18  1.90
C  0.02  -0.96  0.83
C  -0.26  0.35  -0.03
C  0.36  0.86  -1.36
S  2.09  0.63  -1.06
H  -1.97  -1.31  1.61
H  -1.12  -0.24  2.32
H  1.04  -1.09  1.33
H  0.03  -1.91  0.19
H  -1.24  0.18  -0.33
H  -0.22  1.25  0.71
H  0.03  1.84  -1.77
H  0.01  0.18  -2.15
H  2.22  1.40  -2.21

Löwdin atomic charge list, values in e, 2 entries: -0.043 -0.309

---

Entry 13:
A single C3H9NS molecule in a non-equilibrium geometry, computed with the ωB97M-V functional and the def2-TZVPD basis.

calculated total energy	-15581.7377	eV
molecular weight	91.18	g/mol
E_LUMO	1.07	eV
relative energy (zero: lowest compared OMol25 entry of this formula, charge and spin)	57.20	kJ/mol
spin multiplicity	1

CARTESIAN COORDINATES (ANGSTROEM)
C  0.29  -1.97  -0.57
N  0.67  -0.58  -0.38
C  0.33  -0.06  0.92
S  -1.25  0.80  0.94
C  -0.86  2.17  -0.21
H  0.60  -2.67  0.21
H  0.46  -2.30  -1.58
H  -0.81  -1.94  -0.47
H  1.62  -0.37  -0.66
H  0.24  -0.86  1.66
H  1.09  0.59  1.38
H  -0.55  1.70  -1.14
H  -1.77  2.74  -0.31
H  -0.05  2.75  0.22

Löwdin atomic charge list, values in e, 2 entries: -0.141 -0.187

---

Entry 14:
2 unconnected molecules or ions with the total composition C3H9NS, computed with the ωB97M-V functional and the def2-TZVPD basis.

calculated total energy	-15581.1183	eV
molecular weight	91.18	g/mol
E_LUMO	1.05	eV
relative energy (zero: lowest compared OMol25 entry of this formula, charge and spin)	116.97	kJ/mol
spin multiplicity	1

CARTESIAN COORDINATES (ANGSTROEM)
C  -0.78  0.17  3.20
N  -1.06  0.65  2.07
H  -0.79  0.77  4.11
H  -0.56  -0.89  3.36
H  -1.36  1.62  2.10
C  0.60  1.45  -1.13
C  -0.20  0.21  -1.57
S  0.64  -1.37  -1.20
H  1.25  1.24  -0.29
H  1.18  1.85  -1.97
H  -0.11  2.20  -0.77
H  -1.08  0.20  -0.94
H  -0.39  0.20  -2.64
H  1.87  -0.86  -1.45

Löwdin atomic charge list, values in e, 2 entries: -0.138 0.026

---

Entry 15:
2 unconnected molecules or ions with the total composition C3H9NS in a non-equilibrium geometry, computed with the ωB97M-V functional and the def2-TZVPD basis.

calculated total energy	-15578.5737	eV
molecular weight	91.18	g/mol
E_LUMO	-3.02	eV
relative energy (zero: lowest compared OMol25 entry of this formula, charge and spin)	362.48	kJ/mol
spin multiplicity	1

CARTESIAN COORDINATES (ANGSTROEM)
C  1.53  -0.46  -0.58
C  0.04  -0.16  -0.32
C  -0.25  1.29  0.11
S  -3.14  -0.29  0.52
N  -0.47  -1.19  0.60
H  2.13  -0.46  0.34
H  1.87  0.34  -1.23
H  1.66  -1.37  -1.17
H  -0.44  -0.33  -1.27
H  -0.45  1.31  1.18
H  0.57  2.00  0.00
H  -1.19  1.61  -0.36
H  -1.48  -1.37  0.59
H  -0.37  -0.92  1.58

Löwdin atomic charge list, values in e, 2 entries: -0.071 -0.505

---

Entry 16:
A molecular structure, C3H9NS in a non-equilibrium geometry, computed with the ωB97M-V functional and the def2-TZVPD basis.

calculated total energy	-15580.7371	eV
molecular weight	91.18	g/mol
E_LUMO	-0.10	eV
relative energy (zero: lowest compared OMol25 entry of this formula, charge and spin)	153.74	kJ/mol
spin multiplicity	1

CARTESIAN COORDINATES (ANGSTROEM)
C  1.64  -0.21  -0.30
C  0.23  0.31  0.04
C  -0.89  -0.54  -0.62
S  -2.50  0.07  -0.03
N  0.07  0.37  1.48
H  1.71  -0.09  -1.38
H  2.44  0.33  0.20
H  1.74  -1.27  -0.02
H  0.15  1.31  -0.42
H  -0.89  -1.55  -0.19
H  -0.88  -0.57  -1.72
H  -1.99  1.73  -0.53
H  -0.86  0.71  1.68
H  0.03  -0.59  1.82

Löwdin atomic charge list, values in e, 2 entries: -0.073 -0.576